Record 1
{"formula": "C18H26AsClFMgN2O5", "method": "ωB97M-V/def2-TZVPD", "total_energy_ev": -113824.151, "relative_energy_ev": 1.584, "fmax_ha_per_bohr": 0.0902, "total_charge": -1, "homo_energy_ev": -4.83, "gap_ev": 7.639, "species": ["Mg", "N", "C", "O", "C", "C", "H", "H", "H", "H", "H", "H", "O", "Cl", "O", "O", "O", "F", "C", "C", "C", "C", "C", "C", "H", "H", "H", "H", "C", "As", "C", "C", "C", "C", "C", "C", "C", "C", "H", "H", "H", "H", "H", "H", "H", "H", "H", "H", "H", "H", "H", "N", "H", "H", "H"], "xyz": [[0.057, -0.156, 1.680], [0.731, 4.079, 2.845], [0.356, 2.864, 2.329], [1.115, 2.269, 1.591], [-1.029, 2.390, 2.653], [-1.475, 1.412, 1.569], [1.693, 4.346, 2.707], [0.259, 4.453, 3.649], [-1.699, 3.261, 2.778], [-0.986, 1.858, 3.608], [-1.565, 1.989, 0.639], [-2.488, 1.065, 1.813], [-1.779, -2.214, 4.431], [-0.850, -1.720, 3.477], [0.258, -2.594, 3.389], [-0.417, -0.432, 3.888], [-1.474, -1.643, 2.202], [6.372, -0.891, 1.898], [5.004, -0.769, 1.813], [4.233, -1.053, 2.919], [2.857, -0.895, 2.821], [2.213, -0.474, 1.652], [3.059, -0.218, 0.569], [4.439, -0.355, 0.626], [4.708, -1.378, 3.837], [2.269, -1.128, 3.700], [2.638, 0.119, -0.374], [5.075, -0.141, -0.223], [0.448, -1.268, -3.440], [0.237, -0.873, -1.478], [0.428, 1.071, -1.715], [-1.763, -1.001, -1.374], [-2.496, -0.331, -2.467], [-2.763, -0.991, -3.669], [-3.394, -0.348, -4.718], [-3.793, 0.972, -4.585], [-3.556, 1.640, -3.394], [-2.919, 0.995, -2.349], [-0.227, -0.681, -4.061], [0.272, -2.327, -3.630], [1.478, -1.051, -3.732], [-0.389, 1.503, -2.292], [1.366, 1.275, -2.234], [0.474, 1.543, -0.736], [-2.006, -0.572, -0.399], [-1.987, -2.070, -1.345], [-2.483, -2.031, -3.768], [-3.580, -0.879, -5.644], [-4.291, 1.475, -5.403], [-3.878, 2.669, -3.278], [-2.772, 1.516, -1.412], [0.913, -3.454, 0.410], [1.910, -3.335, 0.556], [0.719, -4.449, 0.440], [0.477, -3.044, 1.231]], "atomic_forces_ev_per_a": [[0.47, 1.42, -0.59], [0.15, 0.15, 0.11], [0.09, 0.74, 0.08], [0.14, -0.23, -0.17], [-0.36, -0.15, -0.12], [-0.16, -0.21, -0.26], [-0.05, -0.10, 0.07], [-0.11, -0.01, -0.03], [0.27, -0.08, 0.11], [-0.01, 0.18, 0.18], [0.00, -0.08, -0.11], [0.07, -0.08, -0.01], [-0.57, -0.10, 0.28], [-1.27, -3.01, 3.30], [1.15, -0.65, -0.22], [0.89, 2.05, -0.27], [-0.40, 0.53, -2.23], [-0.30, -0.02, -0.04], [0.16, -0.02, 0.07], [0.38, 0.07, 0.01], [-0.08, -0.03, -0.02], [-0.51, -0.37, 0.00], [-0.10, 0.07, -0.03], [0.26, 0.00, 0.04], [0.02, -0.02, 0.02], [-0.02, -0.02, 0.07], [0.05, 0.00, 0.01], [0.02, 0.01, -0.04], [0.09, -0.15, 0.42], [-0.06, 0.30, -0.97], [-0.11, 0.07, -0.03], [0.19, -0.18, 0.19], [-0.25, 0.22, -0.25], [0.01, -0.04, 0.16], [-0.08, -0.01, -0.10], [-0.03, 0.10, -0.13], [-0.08, 0.06, -0.07], [-0.01, -0.06, 0.10], [-0.01, 0.08, 0.13], [-0.04, -0.04, 0.04], [-0.03, 0.04, 0.15], [-0.02, 0.00, -0.04], [0.02, -0.10, 0.01], [-0.01, 0.11, 0.09], [-0.07, -0.02, -0.02], [0.08, 0.06, 0.06], [0.09, -0.07, -0.03], [-0.02, -0.02, 0.02], [-0.01, 0.03, -0.04], [0.01, -0.03, 0.02], [0.12, 0.02, 0.09], [-0.05, -0.26, -0.04], [-0.01, 0.07, -0.06], [0.03, -0.02, 0.12], [0.06, -0.17, -0.03]]}

---

Record 2
{"formula": "C18H26BBeCl4F10N7O4S2", "method": "ωB97M-V/def2-TZVPD", "total_energy_ev": -137692.751, "relative_energy_ev": 29.838, "fmax_ha_per_bohr": 0.2808, "homo_energy_ev": -9.85, "gap_ev": 8.179, "species": ["Be", "B", "F", "F", "F", "F", "C", "F", "F", "F", "S", "O", "O", "N", "S", "O", "O", "C", "F", "F", "F", "C", "C", "N", "H", "H", "H", "C", "C", "N", "H", "H", "H", "C", "C", "N", "H", "H", "H", "C", "C", "N", "H", "H", "H", "C", "C", "N", "H", "H", "H", "C", "C", "N", "H", "H", "H", "Cl", "C", "C", "Cl", "H", "H", "H", "H", "Cl", "C", "C", "Cl", "H", "H", "H", "H"], "xyz": [[1.241, -1.399, 2.118], [1.535, -0.914, 4.310], [1.994, -1.929, 5.054], [1.511, 0.234, 5.018], [2.332, -0.697, 3.312], [0.316, -1.306, 3.843], [-0.270, 1.999, 1.769], [0.263, 2.375, 0.559], [0.575, 2.320, 2.720], [-1.305, 2.794, 1.796], [-0.947, 0.125, 1.831], [-0.816, -0.209, 3.227], [-2.302, 0.173, 1.337], [0.302, -0.870, 1.055], [-0.276, -1.010, -0.394], [-0.850, -2.350, -0.643], [-1.139, 0.009, -0.981], [1.403, -0.956, -1.583], [2.231, -2.010, -1.279], [0.948, -1.075, -2.863], [2.010, 0.234, -1.434], [2.484, -1.804, -3.307], [3.628, -2.218, -2.613], [4.496, -2.620, -1.943], [1.659, -2.490, -3.115], [2.627, -1.764, -4.387], [2.240, -0.756, -3.133], [-2.161, -2.142, 3.839], [-1.134, -2.316, 2.856], [-0.319, -2.330, 2.007], [-2.914, -2.919, 3.714], [-2.607, -1.176, 3.604], [-1.794, -2.050, 4.861], [-3.841, 2.046, 1.733], [-5.065, 1.621, 1.102], [-6.050, 1.341, 0.569], [-3.631, 3.051, 1.368], [-2.967, 1.401, 1.634], [-4.120, 2.268, 2.763], [2.137, 3.284, 1.419], [3.378, 2.613, 1.864], [4.324, 2.152, 2.136], [1.531, 3.753, 2.194], [1.517, 2.687, 0.750], [2.543, 4.148, 0.893], [0.842, -4.265, -0.754], [1.140, -3.279, 0.257], [1.395, -2.507, 1.065], [-0.222, -4.100, -0.919], [1.057, -5.305, -0.510], [1.293, -4.056, -1.724], [-2.160, -0.762, -2.860], [-1.269, -1.904, -3.211], [-0.592, -2.773, -3.414], [-2.411, -0.136, -3.716], [-1.684, -0.133, -2.107], [-3.018, -1.060, -2.259], [-2.722, 3.805, -1.004], [-2.254, 2.151, -0.515], [-3.407, 1.127, -0.864], [-3.734, 0.933, -2.587], [-2.031, 2.241, 0.549], [-1.300, 1.871, -0.961], [-4.394, 1.445, -0.529], [-3.354, 0.102, -0.496], [2.103, 3.538, -1.651], [2.453, 1.847, -2.331], [3.616, 1.751, -3.328], [3.268, 2.553, -4.896], [1.555, 1.491, -2.836], [2.720, 1.239, -1.466], [3.839, 0.713, -3.574], [4.553, 2.154, -2.944]], "atomic_forces_ev_per_a": [[1.13, -1.02, 2.84], [-0.88, 0.01, 6.92], [0.99, -1.81, 1.19], [-0.83, 1.48, 0.82], [2.77, 0.12, -7.40], [6.85, -5.34, 4.06], [0.46, 0.40, -1.47], [-4.33, -3.18, -0.91], [-2.04, -2.51, 0.98], [-0.26, 0.98, 3.21], [0.13, 2.43, 3.41], [-5.45, 9.33, -5.22], [2.90, -3.26, -0.70], [-3.74, 11.78, -3.55], [0.22, -3.11, -5.47], [0.59, 3.24, 1.36], [5.10, -0.01, 6.29], [-3.24, -1.74, 2.63], [-3.35, 3.33, 3.09], [-11.79, 5.91, 5.88], [-4.27, -10.04, 3.05], [6.43, -2.48, -6.34], [5.48, -2.21, 0.00], [-1.09, 0.78, -1.52], [1.76, -1.15, -1.09], [0.37, -0.48, -0.27], [5.07, -0.55, -1.69], [-1.48, -0.04, -0.07], [0.83, -2.28, -2.14], [-7.93, -6.33, 6.64], [0.08, -0.12, 0.30], [-0.46, -0.31, 0.20], [0.20, -0.43, -0.21], [-1.46, 2.13, 1.44], [-1.39, -0.30, 0.33], [0.13, 0.07, 0.80], [-0.06, 0.01, -0.26], [-2.29, 1.28, 0.61], [0.22, -0.40, 0.41], [3.64, 2.22, -0.04], [-9.04, 4.32, -2.09], [8.21, -4.21, 2.33], [0.96, 0.00, -0.13], [3.90, 1.35, 0.98], [-0.09, -0.02, -0.43], [-0.71, -0.56, -0.45], [2.19, -1.34, 0.57], [5.59, -5.34, -3.03], [0.13, -0.83, -0.12], [0.14, 0.25, 0.48], [0.24, 0.15, 0.27], [0.98, -2.61, -2.74], [-3.74, 3.03, 0.64], [1.88, -3.47, -1.18], [0.54, -1.43, -0.34], [-0.79, -0.69, -3.55], [0.21, -1.06, -0.82], [0.09, -0.09, -0.06], [-0.72, -0.69, -0.96], [-0.52, 0.99, -0.24], [-2.93, 3.93, 0.13], [-1.30, -0.49, -2.53], [-0.81, 0.92, -0.54], [1.16, 0.33, -0.60], [0.58, 0.42, 0.04], [0.29, -0.77, -1.40], [2.41, 4.74, -2.01], [-0.03, 0.60, 0.10], [-0.02, -0.07, 0.23], [-0.04, 0.72, 0.14], [2.75, 5.39, -0.97], [-0.29, -0.11, 0.12], [-0.24, 0.25, 0.09]]}

---

Record 3
{"formula": "C18H26BF4N3NbO3S4", "method": "ωB97M-V/def2-TZVPD", "s2": 0.754, "total_energy_ev": -86129.205, "relative_energy_ev": 1.953, "fmax_ha_per_bohr": 0.0839, "total_charge": 2, "homo_energy_ev": [-12.90, -14.31], "gap_ev": [6.918, 8.365], "multiplicity": 2, "species": ["Nb", "C", "C", "S", "C", "C", "S", "C", "C", "S", "C", "C", "S", "H", "H", "H", "H", "H", "H", "H", "H", "H", "H", "H", "H", "H", "H", "H", "H", "O", "N", "C", "C", "C", "C", "C", "H", "H", "H", "H", "H", "C", "N", "C", "C", "C", "O", "N", "C", "O", "H", "H", "H", "H", "H", "F", "B", "F", "F", "F"], "xyz": [[-0.300, 0.151, 0.510], [-2.863, -2.594, 1.081], [-1.805, -3.418, 0.371], [-0.698, -2.374, -0.678], [-1.660, -2.452, -2.297], [-2.544, -1.186, -2.410], [-2.397, 0.003, -1.076], [-3.537, 1.359, -1.616], [-3.544, 2.381, -0.592], [-2.258, 2.011, 0.904], [-3.176, 1.346, 2.391], [-3.606, -0.071, 2.132], [-2.200, -1.160, 1.925], [-3.245, -3.199, 1.936], [-3.636, -2.430, 0.344], [-2.176, -4.192, -0.310], [-1.199, -3.994, 1.063], [-2.235, -3.328, -2.475], [-0.904, -2.430, -3.062], [-3.628, -1.440, -2.565], [-2.407, -0.689, -3.388], [-4.489, 0.919, -1.719], [-3.122, 1.661, -2.529], [-4.538, 2.577, -0.121], [-2.995, 3.313, -0.889], [-4.036, 2.018, 2.466], [-2.476, 1.594, 3.240], [-4.288, -0.054, 1.261], [-4.112, -0.398, 3.026], [0.749, -0.992, 1.570], [1.967, -1.162, 2.206], [2.744, -2.232, 1.947], [3.906, -2.436, 2.661], [4.318, -1.497, 3.657], [3.566, -0.326, 3.812], [2.367, -0.154, 3.096], [2.399, -2.918, 1.206], [4.506, -3.365, 2.421], [5.314, -1.569, 4.044], [3.941, 0.435, 4.479], [1.720, 0.735, 3.130], [1.630, 2.806, -3.153], [1.885, 1.547, -2.598], [2.819, 0.606, -3.127], [2.886, -0.641, -2.646], [2.020, -1.114, -1.561], [1.928, -2.269, -1.126], [1.305, -0.044, -0.943], [1.021, 1.105, -1.595], [0.126, 1.833, -0.953], [0.760, 2.792, -3.796], [2.418, 3.149, -3.776], [1.603, 3.638, -2.371], [3.575, 0.940, -3.856], [3.511, -1.424, -3.100], [0.254, 1.407, 1.828], [3.666, 4.328, 0.410], [3.845, 3.518, -0.585], [2.621, 5.062, 0.509], [4.705, 4.319, 1.285]], "atomic_forces_ev_per_a": [[-1.52, 1.22, -2.70], [-0.40, -1.64, 0.58], [0.83, 0.32, -0.14], [-1.10, -1.89, -0.49], [0.61, 2.47, 1.03], [-1.59, -0.12, -2.16], [-0.98, -0.79, -0.39], [1.35, -2.14, 0.19], [1.56, 2.12, 3.16], [-0.95, 0.90, -0.16], [1.00, 1.35, -0.88], [-0.58, 0.32, 0.23], [0.66, 0.39, 0.48], [-0.18, 0.25, -0.84], [-0.46, 0.78, 0.18], [-0.44, 0.39, 0.19], [0.41, 0.33, 0.20], [-0.33, -0.92, 0.57], [0.43, 0.07, -0.20], [0.75, -0.09, 0.86], [0.65, 0.00, 0.43], [-1.07, -0.63, -0.44], [0.17, 0.78, -1.43], [0.98, 0.02, -0.40], [-1.06, -0.70, 0.12], [0.01, -0.25, 0.26], [-0.72, -0.71, -0.79], [0.42, -0.42, 0.39], [-0.57, -0.37, 0.14], [2.67, -2.71, 2.04], [0.09, 2.18, 0.68], [-0.37, 0.08, 0.54], [0.96, -0.19, 0.85], [-0.81, -0.22, -2.52], [-0.73, -0.66, -0.59], [0.20, -1.17, -0.54], [-0.31, -0.14, -0.46], [-0.76, 1.37, 0.39], [0.12, -0.22, 0.68], [-0.30, 0.23, -0.02], [0.32, -0.67, 0.01], [-0.26, 3.10, 0.21], [-0.66, -2.73, 1.17], [-0.26, 0.81, 0.74], [-0.20, -1.45, -0.20], [-0.11, -0.11, 0.92], [0.98, 1.93, -0.76], [-0.77, -0.63, -1.06], [1.65, 1.19, 1.73], [1.53, -1.54, -1.50], [-0.49, 0.20, 0.16], [1.01, -0.20, -0.63], [-0.49, -1.35, -0.81], [-0.91, 0.21, 0.24], [-0.08, 0.75, 0.25], [0.14, 0.93, 0.50], [2.94, -0.30, 1.48], [-0.40, -0.96, -1.42], [-1.06, 0.78, 0.35], [-1.54, 0.44, -0.43]]}

---

Record 4
{"formula": "C18H26BNaO6", "method": "ωB97M-V/def2-TZVPD", "total_energy_ev": -36442.527, "fmax_ha_per_bohr": 0.0617, "total_charge": -2, "homo_energy_ev": -1.23, "gap_ev": 2.078, "species": ["Na", "B", "H", "H", "H", "H", "C", "C", "C", "O", "H", "H", "H", "H", "H", "H", "H", "C", "C", "C", "O", "H", "H", "H", "H", "H", "H", "H", "C", "C", "C", "O", "C", "C", "C", "O", "H", "H", "H", "H", "C", "C", "C", "O", "C", "C", "C", "O", "H", "H", "H", "H"], "xyz": [[-0.841, 0.942, 0.526], [-0.316, 2.914, 2.449], [-0.172, -1.514, 3.661], [-2.289, 5.173, 3.922], [3.289, 4.988, 1.234], [-2.864, 3.219, -1.411], [2.013, 1.834, -2.025], [1.099, 0.615, -2.292], [1.931, -0.669, -2.432], [0.148, 0.521, -1.283], [1.446, 2.756, -2.209], [2.860, 1.893, -2.726], [2.444, 1.794, -1.028], [0.580, 0.834, -3.232], [1.321, -1.511, -2.737], [2.443, -0.910, -1.485], [2.737, -0.573, -3.163], [-5.410, 1.688, 1.069], [-4.544, 0.456, 0.775], [-4.963, -0.237, -0.528], [-3.212, 0.785, 0.661], [-6.443, 1.366, 1.221], [-5.341, 2.460, 0.278], [-5.102, 2.192, 1.996], [-4.812, -0.226, 1.617], [-6.026, -0.510, -0.482], [-4.436, -1.162, -0.734], [-4.831, 0.372, -1.436], [-2.644, -3.417, -0.627], [-2.351, -2.548, 0.330], [-0.901, -2.334, 0.643], [-0.621, -1.846, 1.698], [0.122, -2.888, -0.315], [-0.233, -3.757, -1.268], [-1.648, -4.043, -1.510], [-1.983, -4.729, -2.480], [-3.664, -3.675, -0.833], [-3.057, -2.039, 0.981], [1.135, -2.614, -0.031], [0.525, -4.223, -1.883], [4.865, 2.026, 1.720], [3.599, 1.662, 1.847], [3.181, 0.359, 1.248], [2.021, 0.000, 1.330], [4.209, -0.544, 0.655], [5.498, -0.259, 0.842], [5.922, 1.034, 1.257], [7.089, 1.384, 1.109], [5.186, 3.000, 2.075], [2.809, 2.305, 2.192], [3.893, -1.473, 0.197], [6.341, -0.876, 0.619]], "atomic_forces_ev_per_a": [[-0.58, -0.44, -0.60], [-0.61, 1.12, 0.56], [0.10, 0.15, 0.58], [0.71, -0.77, -0.43], [-0.19, -0.18, 0.19], [0.01, -0.32, 0.32], [0.20, -0.07, -0.96], [-0.53, 0.54, 1.49], [0.51, 0.16, 0.09], [0.57, -0.38, -0.34], [0.04, -0.17, 0.55], [-0.01, -0.17, -0.05], [-0.23, 0.16, 0.22], [0.09, -0.22, -0.58], [-0.26, -0.20, 0.09], [-0.42, 0.09, -0.09], [0.01, 0.15, -0.27], [-0.14, 0.48, 0.10], [1.01, 0.88, -1.21], [-1.15, -0.12, -0.31], [0.20, -0.21, 0.77], [-0.21, 0.15, -0.18], [-0.02, -0.54, 0.11], [0.17, -0.29, -0.16], [0.54, -0.23, 0.06], [-0.14, -0.01, -0.05], [0.35, -0.11, 0.27], [0.13, 0.24, 0.53], [-0.67, -0.01, 0.00], [0.98, -0.13, -0.03], [-0.99, -0.64, -1.13], [0.76, 0.80, 0.32], [-0.31, -0.03, 0.78], [0.73, 0.67, 0.73], [-0.06, -0.46, -1.28], [0.06, 0.38, 0.97], [-0.41, -0.14, -0.23], [0.06, -0.07, -0.22], [-0.08, -0.04, -0.38], [-0.19, -0.09, -0.23], [1.02, -0.28, 0.72], [0.12, -0.92, -1.27], [-0.92, 0.03, 0.60], [0.30, -0.08, -0.25], [0.43, 0.02, 0.41], [-0.55, -1.12, -0.42], [0.09, 3.16, 0.24], [-0.53, -0.33, 0.42], [0.15, -0.03, -0.27], [-0.06, 0.25, 0.12], [-0.20, 0.06, 0.13], [0.11, -0.70, -0.47]]}